Entry from OMol25: a structure of composition C22H23N3O5S in a non-equilibrium geometry (the ωB97M-V functional and the def2-TZVPD basis).

CARTESIAN COORDINATES (ANGSTROEM)
C: 5.39 1.31 -0.60
H: 4.99 1.04 0.25
O: 4.69 1.11 -1.83
C: 3.51 1.88 -2.04
C: 2.34 1.57 -1.16
C: 1.20 2.75 -1.16
N: 0.11 2.62 -0.06
C: 0.35 3.24 0.90
O: 1.27 3.90 1.29
C: -0.72 2.79 1.96
H: -1.80 3.24 1.56
H: -0.73 3.43 2.82
S: -0.67 0.87 2.22
C: -1.72 0.47 1.13
N: -2.24 1.19 0.10
C: -3.22 0.71 -0.55
C: -3.65 1.46 -1.57
C: -4.67 1.12 -2.43
C: -4.96 -0.05 -2.54
C: -4.56 -0.99 -1.45
C: -3.61 -0.60 -0.75
C: -3.07 -1.43 0.44
O: -3.21 -2.59 0.42
N: -2.05 -0.90 1.31
C: -1.19 -1.69 1.71
C: 0.12 -2.23 1.16
C: -0.06 -3.44 0.21
C: 1.04 -3.43 -0.64
C: 2.10 -2.93 -0.33
C: 2.32 -1.94 0.61
C: 1.25 -1.45 1.30
H: 1.31 -0.82 1.97
O: 3.58 -1.33 0.52
C: 4.20 -2.16 -0.58
O: 3.33 -3.08 -1.10
H: 5.17 -2.32 -0.13
H: 4.51 -1.29 -1.51
H: 0.92 -4.35 -1.09
H: -1.02 -3.72 0.11
H: -1.05 -1.23 2.98
H: -1.74 -2.80 2.31
H: -4.97 -2.00 -1.28
H: -5.91 -0.54 -3.15
H: -5.11 1.71 -3.20
H: -3.46 2.71 -1.70
H: -0.46 2.11 -0.42
H: 1.80 3.71 -1.06
H: 0.94 2.62 -2.17
H: 2.72 1.93 -0.10
H: 1.73 0.83 -1.07
H: 3.13 1.75 -3.07
H: 3.85 2.99 -2.02
H: 5.79 2.44 -0.77
H: 6.31 0.63 -0.69

* ΔE to the lowest compared entry with this formula, charge and spin: 479.5 kcal per mole
* E: -48711.532 eV
* orbital gap: 8.139 eV
* charge: 0